Density functional theory data (ωB97M-V with the def2-TZVPD basis set) for one molecule with the formula C10H10BrNS in a non-equilibrium geometry.

Atoms and positions in Å:
C  -1.92078  0.68703  1.55155
C  -2.40942  -0.49982  1.04712
C  -0.57646  1.02812  1.41204
C  -1.54111  -1.39050  0.40829
C  0.34241  0.21013  0.78320
C  -0.22151  -0.99803  0.35512
C  1.65539  0.70188  0.53726
C  2.73810  -0.07440  0.42889
C  1.89414  2.27630  0.64980
C  0.24015  -3.25357  -0.63283
N  0.66255  -1.93593  -0.18416
S  2.28337  -2.02334  0.51802
Br  4.50147  0.35965  -0.16447
H  -2.52448  1.25594  2.18367
H  -3.46655  -0.70324  1.21292
H  -0.31932  2.01611  1.81964
H  -1.93128  -2.35566  0.21631
H  0.94227  2.68375  0.43747
H  2.70875  2.51254  -0.11524
H  2.26261  2.19741  1.62927
H  1.17910  -3.62474  -1.15963
H  0.07526  -4.02623  0.09607
H  -0.66090  -3.00451  -1.20412

Results
relative energy (zero: lowest compared OMol25 entry of this formula, charge and spin): 46.7 kcal/mol
multiplicity: 1
max |F|: 4.65 eV/A
calculated total energy: -3413.9155 Ha
total charge: 0
structure (SMILES): CC1=C(Br)SN(C)c2ccccc21

Results of the Löwdin charge analysis, in e, for atoms 1 through 6: -0.09 -0.07 -0.03 -0.02 -0.18 -0.24

Density functional theory data (ωB97M-V with the def2-TZVPD basis set) for one molecule with the formula C24H33N5O3S.

Atoms and positions in Å:
C  -3.16581  -3.14796  -1.61511
H  -3.75952  -3.22424  -2.52494
O  -1.89619  -3.65500  -1.94581
C  -0.91919  -3.61714  -0.99765
C  -1.08673  -3.14805  0.30067
C  -0.01013  -3.13213  1.16931
C  1.24410  -3.57414  0.77486
C  1.39802  -4.06087  -0.51896
C  0.33187  -4.09148  -1.39251
H  0.44639  -4.46390  -2.39796
H  2.36137  -4.42566  -0.84858
C  2.42319  -3.38381  1.69014
C  2.70470  -1.88494  1.68306
O  2.56138  -1.16353  2.64889
N  3.07344  -1.42702  0.46831
H  3.09765  -2.07131  -0.30821
C  3.11397  -0.01977  0.11605
C  1.99249  0.17102  -0.92829
O  2.26086  0.15654  -2.11877
N  0.72580  0.23312  -0.48164
C  0.23905  0.34884  0.87337
H  1.02225  0.17255  1.60671
C  -0.37970  1.73010  1.08824
H  0.37772  2.50544  0.95660
H  -0.76430  1.78950  2.10848
C  -1.51412  2.01323  0.09076
C  -2.73767  1.19335  0.38989
C  -3.98163  1.74799  0.53682
N  -4.82981  0.70731  0.80369
C  -4.07134  -0.41715  0.80065
N  -2.81719  -0.16164  0.55147
H  -4.47530  -1.39240  0.98600
H  -5.82099  0.77233  0.96665
C  -4.31766  3.18670  0.40163
H  -5.24549  3.33059  -0.15684
H  -4.44249  3.64699  1.38833
C  -3.12721  3.83349  -0.33728
N  -1.84012  3.44291  0.19794
H  -1.78758  3.72333  1.17253
H  -3.15606  3.54231  -1.38938
H  -3.19538  4.92222  -0.28255
C  -0.99788  1.73833  -1.33540
C  -0.35422  0.35920  -1.44078
H  0.05815  0.20437  -2.43871
H  -1.09502  -0.41509  -1.22234
H  -1.81841  1.80399  -2.05034
H  -0.26783  2.51140  -1.58031
H  -0.54008  -0.40707  1.00969
H  2.92278  0.53826  1.03512
C  4.48870  0.35720  -0.45842
C  5.10140  1.61448  0.14835
H  4.84887  1.71661  1.20481
H  6.18646  1.58306  0.05212
S  4.65879  3.17319  -0.68831
C  2.91177  3.33860  -0.23215
H  2.60388  4.33350  -0.53716
H  2.32648  2.59196  -0.75898
H  2.81079  3.23202  0.84457
H  5.17091  -0.47495  -0.26978
H  4.39558  0.47448  -1.54121
H  2.19275  -3.68619  2.71145
H  3.29391  -3.93532  1.33469
H  -0.14418  -2.75116  2.17108
H  -2.03569  -2.76601  0.63943
H  -3.11178  -2.10138  -1.29909
H  -3.63879  -3.74118  -0.82488

Results
relative energy (zero: lowest compared OMol25 entry of this formula, charge and spin): 45.0 kcal/mol
multiplicity: 1
max |F|: 0.73 eV/A
calculated total energy: -1832.0801 Ha
total charge: 0
structure (SMILES): COc1ccc(CC(=O)N[C@@H](CCSC)C(=O)N2CCC3(CC2)NCCc2[nH]cnc23)cc1

Results of the Löwdin charge analysis, in e, for atoms 1 through 6: -0.09 0.09 -0.08 -0.27 -0.02 -0.03